1.
Formula: C14H10F6IrN2O5PS3Se2
Source: the Open Molecules 2025 dataset
Level of theory: ωB97M-V/def2-TZVPD

Element x y z (Å)
1 Ir 1.113 0.380 -1.984
2 F 2.302 -0.805 -6.283
3 C 2.574 -1.289 -5.087
4 F 3.091 -0.310 -4.330
5 F 3.441 -2.278 -5.174
6 S 0.988 -1.896 -4.324
7 O 0.398 -0.648 -3.760
8 O 0.247 -2.507 -5.359
9 N 1.408 -2.918 -3.207
10 S 1.694 -2.452 -1.747
11 O 0.546 -2.210 -0.918
12 O 2.627 -1.293 -1.715
13 C 2.389 -3.981 -0.959
14 F 2.560 -3.701 0.323
15 F 3.540 -4.329 -1.506
16 F 1.497 -4.935 -1.109
17 Se 1.716 1.320 0.174
18 P -0.349 0.934 0.817
19 Se -1.114 0.212 -1.127
20 C -1.223 2.395 1.367
21 C -2.306 2.917 0.668
22 C -2.952 4.043 1.158
23 C -2.512 4.642 2.328
24 C -1.423 4.123 3.021
25 C -0.778 2.996 2.547
26 C -0.487 -0.306 2.097
27 C 0.633 -0.950 2.614
28 C 0.468 -1.895 3.616
29 C -0.802 -2.197 4.083
30 C -1.920 -1.556 3.559
31 C -1.767 -0.604 2.569
32 H -2.638 2.464 -0.259
33 H -3.796 4.452 0.620
34 H -3.017 5.521 2.705
35 H -1.082 4.596 3.931
36 H 0.064 2.587 3.093
37 H 1.620 -0.725 2.233
38 H 1.333 -2.397 4.027
39 H -0.926 -2.937 4.863
40 H -2.908 -1.796 3.927
41 H -2.637 -0.094 2.170
42 O -1.788 2.589 -3.445
43 S -0.373 2.848 -3.528
44 N 0.548 1.991 -2.689

lowest unoccupied orbital energy (alpha / beta)	-5.49 / -6.20	eV
net charge	+1
HOMO level (alpha / beta)	-12.55 / -12.48	eV
gap between HOMO and LUMO (alpha / beta)	0.2594 / 0.2309	Ha
spin multiplicity	2

---

2.
Formula: C62H51O6P3SSiSr
Source: the Open Molecules 2025 dataset
Level of theory: ωB97M-V/def2-TZVPD

Element x y z (Å)
1 Sr 3.222 0.470 1.289
2 C -1.489 -1.057 6.863
3 C -2.757 -0.533 6.605
4 C -2.988 0.145 5.375
5 C -2.007 0.309 4.396
6 C -0.743 -0.192 4.682
7 C -0.509 -0.848 5.901
8 P -2.179 0.984 2.703
9 C -3.866 1.727 2.760
10 C -4.040 3.097 2.744
11 C -5.274 3.729 2.602
12 C -6.369 2.929 2.615
13 C -6.318 1.554 2.732
14 C -5.053 0.946 2.710
15 C -1.017 2.375 2.943
16 C -0.928 3.111 4.174
17 C 0.009 4.104 4.335
18 C 0.822 4.460 3.224
19 C 0.697 3.782 2.014
20 C -0.178 2.688 1.877
21 Si 0.093 1.576 0.297
22 C -1.639 0.872 -0.292
23 C -2.713 1.762 -0.519
24 C -3.917 1.431 -1.161
25 C -4.103 0.177 -1.695
26 C -3.130 -0.742 -1.405
27 C -1.947 -0.472 -0.631
28 P -0.855 -1.790 0.054
29 C -0.765 -3.150 -1.181
30 C -1.723 -4.077 -1.643
31 C -1.432 -5.145 -2.489
32 C -0.118 -5.353 -2.869
33 C 0.839 -4.383 -2.527
34 C 0.534 -3.267 -1.712
35 C -1.894 -2.758 1.229
36 C -1.372 -3.978 1.775
37 C -2.226 -4.729 2.540
38 C -3.517 -4.293 2.834
39 C -4.005 -3.095 2.357
40 C -3.177 -2.315 1.576
41 C 0.184 2.790 -1.177
42 C -0.196 4.118 -1.035
43 C -0.304 4.951 -2.101
44 C 0.097 4.538 -3.393
45 C 0.457 3.186 -3.578
46 C 0.512 2.349 -2.489
47 P 0.864 0.570 -2.724
48 C 2.332 0.847 -3.812
49 C 3.456 1.455 -3.239
50 C 4.667 1.482 -3.844
51 C 4.863 0.726 -4.980
52 C 3.770 0.152 -5.602
53 C 2.510 0.217 -5.051
54 C -0.516 0.127 -3.816
55 C -0.493 -1.191 -4.256
56 C -1.560 -1.718 -4.937
57 C -2.670 -0.894 -5.258
58 C -2.751 0.384 -4.746
59 C -1.660 0.919 -4.060
60 H -1.241 -1.443 7.886
61 H -3.542 -0.567 7.366
62 H -3.969 0.486 5.245
63 H 0.040 -0.199 4.002
64 H 0.577 -1.143 6.055
65 H -3.139 3.709 2.883
66 H -5.255 4.748 2.338
67 H -7.296 3.466 2.610
68 H -7.193 0.867 2.775
69 H -4.973 -0.103 2.603
70 H -1.528 2.742 4.969
71 H 0.259 4.578 5.311
72 H 1.674 5.093 3.285
73 H 1.418 4.171 1.254
74 H -2.605 2.763 -0.225
75 H -4.567 2.290 -1.377
76 H -5.014 -0.054 -2.223
77 H -3.235 -1.729 -1.811
78 H -2.701 -4.049 -1.166
79 H -2.141 -5.916 -2.759
80 H 0.153 -6.218 -3.441
81 H 1.836 -4.482 -2.977
82 H 1.314 -2.579 -1.475
83 H -0.394 -4.245 1.439
84 H -2.033 -5.773 2.873
85 H -4.282 -4.988 3.171
86 H -5.039 -2.850 2.498
87 H -3.550 -1.417 1.161
88 H -0.436 4.442 -0.096
89 H -0.643 5.938 -1.832
90 H -0.001 5.247 -4.190
91 H 0.672 2.864 -4.605
92 H 3.330 1.871 -2.266
93 H 5.523 1.927 -3.334
94 H 5.798 0.753 -5.428
95 H 3.928 -0.332 -6.593
96 H 1.699 -0.213 -5.528
97 H 0.356 -1.808 -4.109
98 H -1.545 -2.712 -5.367
99 H -3.609 -1.306 -5.868
100 H -3.542 1.016 -5.037
101 H -1.687 1.918 -3.633
102 O 5.624 0.015 1.118
103 C 6.140 -0.102 -0.042
104 O 6.491 0.842 -0.793
105 C 6.275 -1.609 -0.536
106 C 7.521 -2.141 -0.573
107 C 7.712 -3.510 -0.702
108 C 6.637 -4.269 -1.117
109 C 5.383 -3.698 -1.192
110 C 5.205 -2.346 -0.898
111 S 3.653 -1.523 -0.922
112 H 8.390 -1.515 -0.505
113 H 8.686 -3.973 -0.573
114 H 6.724 -5.262 -1.457
115 H 4.545 -4.262 -1.582
116 O 4.329 2.309 -0.187
117 H 5.197 1.912 -0.461
118 H 4.586 2.960 0.534
119 O 2.408 1.329 3.768
120 C 3.075 2.391 3.620
121 O 3.618 2.713 2.528
122 H 3.257 3.057 4.498
123 O 1.945 -1.778 1.738
124 H 2.505 -2.076 0.987
125 H 1.147 -1.287 1.381

lowest unoccupied orbital energy	3.86	eV
net charge	-2
HOMO level	-1.68	eV
gap between HOMO and LUMO	0.2037	Ha
spin multiplicity	1

---

3.
Formula: C5H11NO2
Source: the Open Molecules 2025 dataset
Level of theory: ωB97M-V/def2-TZVPD

Element x y z (Å)
1 N -0.791 1.910 0.585
2 C -1.798 0.974 1.193
3 C -1.145 -0.429 1.444
4 C 0.265 -0.312 0.839
5 C 0.217 1.079 0.040
6 C -0.023 0.727 -1.425
7 O 0.652 -0.121 -2.027
8 H -0.283 2.464 1.265
9 H -2.262 1.520 1.994
10 H -2.627 0.766 0.300
11 H -1.678 -1.337 0.990
12 H -1.352 -0.651 2.522
13 H 0.575 -1.159 0.245
14 H 0.897 -0.306 1.748
15 H 1.211 1.438 0.177
16 H -0.798 1.291 -1.945
17 H 2.308 -2.112 -0.207
18 H 1.468 -3.379 -0.525
19 O 2.221 -2.897 -0.873

SMILES	O=C[C@@H]1CCCN1.O
lowest unoccupied orbital energy	0.58	eV
HOMO level	-9.46	eV
gap between HOMO and LUMO	0.3690	Ha
spin multiplicity	1

---

4.
Formula: C21H46B2BrCl2IN3O9P2S2
Source: the Open Molecules 2025 dataset
Level of theory: ωB97M-V/def2-TZVPD

Element x y z (Å)
1 C 4.783 -1.488 3.037
2 C 3.658 -2.099 2.422
3 C 2.202 -1.518 2.438
4 N 1.588 -0.812 1.262
5 C 2.588 0.170 0.724
6 C 3.650 0.123 -0.433
7 C 5.178 -0.275 -0.024
8 I 4.065 2.232 -1.066
9 C 0.983 -1.786 0.255
10 B 2.055 -2.775 -0.519
11 O 3.455 -2.730 -0.657
12 O 1.566 -3.911 -1.305
13 C 2.540 -4.928 -1.538
14 P -0.072 -3.294 0.845
15 O -1.037 -3.057 2.209
16 Br 1.347 -4.921 1.734
17 C 0.299 -0.987 -1.011
18 C -0.492 -1.860 -2.075
19 Cl -2.261 -1.364 -2.397
20 C 0.194 -1.817 -3.591
21 C 0.592 -3.279 -4.132
22 Cl -1.002 -1.229 -4.904
23 N -0.303 0.318 -0.623
24 P -0.557 1.473 -1.836
25 S 0.577 3.026 -2.005
26 C -0.688 0.472 0.781
27 C -2.021 -0.448 0.863
28 O -3.077 0.274 0.126
29 C -4.372 -0.258 0.560
30 C -5.333 -0.333 -0.738
31 C -5.728 -1.857 -1.100
32 B -1.502 1.866 1.174
33 O -2.382 1.882 2.343
34 O -1.364 3.170 0.623
35 C 0.492 0.122 1.863
36 N -0.189 -0.492 3.027
37 S 1.088 1.634 2.779
38 C 1.544 3.165 1.829
39 O 0.128 2.126 3.870
40 O 2.322 1.494 3.668
41 H 4.796 -0.406 3.384
42 H 5.727 -2.092 3.273
43 H 3.826 -3.172 2.101
44 H 1.551 -2.343 2.905
45 H 2.318 -0.860 3.380
46 H 3.275 0.492 1.591
47 H 1.972 1.047 0.294
48 H 3.382 -0.347 -1.429
49 H 5.423 0.419 0.862
50 H 5.854 -0.013 -0.907
51 H 5.291 -1.345 0.314
52 H 4.004 -3.213 -0.021
53 H 3.100 -5.304 -0.605
54 H 1.978 -5.859 -1.921
55 H 3.267 -4.667 -2.391
56 H -0.538 -3.206 3.040
57 H 1.252 -0.662 -1.592
58 H -0.639 -2.961 -1.857
59 H 1.082 -1.111 -3.647
60 H 1.671 -3.467 -3.802
61 H 0.640 -3.204 -5.277
62 H -0.133 -4.098 -3.839
63 H -0.496 0.810 -3.124
64 H -1.924 1.951 -1.765
65 H -1.980 -1.445 0.343
66 H -2.460 -0.591 1.891
67 H -4.845 0.507 1.257
68 H -4.303 -1.293 1.021
69 H -6.321 0.219 -0.539
70 H -4.817 0.164 -1.629
71 H -6.739 -2.127 -0.639
72 H -5.691 -2.076 -2.217
73 H -4.950 -2.553 -0.612
74 H -2.201 2.718 2.823
75 H -2.236 3.421 0.247
76 H 0.347 -0.388 3.911
77 H -1.067 -0.026 3.283
78 H 1.057 4.112 2.229
79 H 2.677 3.347 1.788
80 H 1.207 3.038 0.749
81 C -3.020 7.330 -0.610
82 C -2.945 6.431 -1.828
83 O -3.896 5.375 -1.720
84 H -2.827 6.757 0.301
85 H -2.291 8.141 -0.677
86 H -4.019 7.763 -0.509
87 H -1.953 5.983 -1.913
88 H -3.149 6.996 -2.744
89 H -4.772 5.777 -1.654

lowest unoccupied orbital energy	-3.35	eV
net charge	+1
HOMO level	-10.79	eV
gap between HOMO and LUMO	0.2736	Ha
spin multiplicity	1